Entry 1:
{
  "formula": "C30H40BI2N2O8PS",
  "method": "the ωB97M-V functional and the def2-TZVPD basis",
  "smiles": "CCB(O)c1c(COC)c([C@@H](I)[C@H](C)I)c2c(c1P(C)O)C(=O)C=C(CCCCS(=O)(=O)O)C2=O.c1cc[nH]c1.c1cc[nH]c1",
  "symbols": ["C", "C", "B", "O", "C", "C", "C", "O", "C", "C", "C", "I", "C", "C", "I", "C", "C", "C", "P", "C", "O", "C", "O", "C", "C", "C", "C", "C", "C", "S", "O", "O", "O", "C", "O", "H", "H", "H", "H", "H", "H", "H", "H", "H", "H", "H", "H", "H", "H", "H", "H", "H", "H", "H", "H", "H", "H", "H", "H", "H", "H", "H", "H", "H", "H", "N", "C", "C", "C", "C", "H", "H", "H", "H", "H", "N", "C", "C", "C", "C", "H", "H", "H", "H", "H"],
  "xyz": [[1.3770, -2.3878, 3.8750], [0.1090, -1.5224, 4.3538], [0.1351, 0.0384, 3.8583], [-0.5380, 0.9999, 4.7062], [0.8620, 0.4472, 2.4386], [0.0228, 0.2044, 1.1292], [-1.4745, -0.3861, 1.2858], [-1.3418, -1.8078, 1.5608], [-2.6355, -2.4443, 1.6887], [0.6330, 0.5133, -0.2878], [-0.1876, 0.2285, -1.6540], [-0.6638, -1.9323, -1.8096], [-1.4792, 1.1803, -1.8245], [-2.7672, 0.4128, -2.4587], [-0.9342, 2.6967, -3.3497], [2.0824, 1.1032, -0.3004], [2.9197, 1.3444, 1.0105], [2.3114, 1.0016, 2.4197], [3.3998, 1.2657, 3.9783], [2.7243, 2.8934, 4.7440], [3.2293, -0.0432, 5.0788], [4.4238, 1.9120, 0.8565], [4.9482, 2.7317, 1.6400], [5.1946, 1.3606, -0.4514], [4.4300, 1.1445, -1.6403], [5.0204, 0.5569, -3.0019], [4.2610, -0.8390, -3.2714], [3.9152, -1.6688, -1.9433], [3.3690, -3.1677, -2.2701], [2.5015, -3.9532, -0.8351], [1.9457, -2.9695, 0.1648], [1.3327, -4.7903, -1.3369], [3.5517, -4.9848, 0.0136], [2.8521, 1.4949, -1.6612], [2.3136, 2.0557, -2.6403], [1.7623, -2.1311, 2.8282], [2.2322, -2.3597, 4.6447], [1.0609, -3.4999, 3.8230], [0.1250, -1.5119, 5.5047], [-0.8483, -2.0751, 4.0156], [-1.2372, 0.4661, 5.1604], [-2.0984, 0.1819, 2.0556], [-2.0631, -0.3190, 0.2900], [-2.7978, -2.6771, 2.7944], [-3.4989, -1.8804, 1.2026], [-2.5625, -3.4605, 1.1405], [0.4799, 0.4220, -2.5747], [-1.7629, 1.7768, -0.8986], [-3.2341, -0.2801, -1.6792], [-2.5069, -0.1309, -3.4328], [-3.5678, 1.1950, -2.7478], [3.6744, 3.4998, 5.0008], [2.1624, 3.5062, 3.9638], [2.1580, 2.7286, 5.7201], [2.4635, 0.2002, 5.6518], [6.3139, 1.1073, -0.4157], [4.6875, 1.2832, -3.8362], [6.1571, 0.4887, -3.0355], [4.9102, -1.4829, -3.9612], [3.2582, -0.6690, -3.8220], [4.8919, -1.7855, -1.3427], [3.1052, -1.1960, -1.2831], [4.2088, -3.8837, -2.5793], [2.6416, -3.1057, -3.1650], [3.1514, -5.0140, 0.9232], [-2.7956, 2.4734, -6.8368], [-3.2428, 1.5015, -7.6910], [-4.1416, 2.0776, -8.5554], [-4.2357, 3.4493, -8.2134], [-3.3918, 3.6649, -7.1512], [-2.1302, 2.3338, -6.0926], [-2.8850, 0.4863, -7.6095], [-4.6715, 1.5684, -9.3469], [-4.8520, 4.1963, -8.6916], [-3.1658, 4.5607, -6.5928], [-4.8533, 0.9274, 4.7436], [-4.5517, -0.3882, 4.5107], [-5.6538, -0.9823, 3.9456], [-6.6554, 0.0128, 3.8279], [-6.1323, 1.1813, 4.3255], [-4.2315, 1.6031, 5.1571], [-3.5817, -0.7872, 4.7680], [-5.7301, -2.0180, 3.6487], [-7.6489, -0.1118, 3.4233], [-6.5590, 2.1684, 4.4190]],
  "forces_ev_per_angstrom": [[-0.096, -1.255, 0.130], [0.485, -0.293, 0.207], [-0.621, -0.120, 0.464], [0.154, -2.045, -1.619], [0.803, 0.876, -2.829], [2.495, 1.060, -0.135], [0.749, -0.074, -1.234], [-1.210, 1.272, 0.013], [0.214, -1.443, -0.206], [1.555, 0.596, 2.759], [0.893, 1.251, 0.487], [0.492, 0.765, 0.016], [-0.852, -1.059, -0.729], [-0.288, 1.150, 0.091], [-0.261, -0.249, 0.655], [-0.631, -0.484, 1.965], [-2.427, -1.176, 0.277], [-2.520, -0.363, -3.328], [1.364, 0.038, -0.940], [0.512, 0.241, 0.356], [-1.933, 2.297, -0.383], [0.557, 0.858, 0.201], [-1.829, -2.832, -2.380], [-2.449, -0.468, -1.758], [1.471, 0.510, 1.867], [-1.590, 0.640, 0.245], [-0.515, -0.643, -0.248], [0.499, -0.962, 0.436], [1.309, 0.643, -1.041], [-6.222, -0.900, 2.257], [2.819, -1.669, -2.278], [4.170, 1.705, 0.464], [-1.111, 1.659, -0.971], [-0.389, 0.661, -0.310], [1.771, -2.118, 3.000], [-0.585, -0.140, 1.551], [-1.296, 0.252, -1.344], [0.460, 1.722, 0.049], [-0.247, -0.103, -1.502], [1.400, 1.067, 0.487], [1.056, 0.720, -0.050], [0.990, -0.750, -0.613], [1.061, 0.257, 1.456], [-0.231, 0.498, -1.403], [1.162, -0.440, 0.851], [-0.066, 1.591, 0.865], [-0.943, -0.479, 1.802], [0.540, -0.939, -1.202], [0.751, 0.764, -1.200], [-0.220, 0.640, 1.661], [1.322, -1.126, 0.612], [-1.474, -1.081, -0.358], [0.463, -1.031, 1.175], [0.404, 0.306, -1.428], [0.599, -0.727, -0.211], [-1.892, 0.689, 0.059], [0.628, -1.125, 1.265], [-1.593, -0.049, 0.415], [-0.899, 0.849, 0.942], [1.642, -0.028, 0.773], [-1.618, 0.274, -0.635], [1.324, -0.435, -0.972], [-1.144, 0.996, 0.549], [0.653, -0.427, 1.869], [0.336, 0.206, -0.968], [-0.035, 0.010, -0.142], [-0.009, -0.029, 0.026], [0.085, -0.241, 0.004], [0.051, 0.216, 0.119], [-0.004, 0.013, 0.045], [-0.123, 0.018, -0.056], [-0.056, 0.089, -0.027], [0.057, 0.040, 0.078], [0.067, -0.064, 0.052], [-0.048, -0.079, -0.060], [-0.024, -0.019, -0.065], [0.039, -0.016, 0.009], [0.263, -0.097, 0.030], [-0.073, 0.250, 0.021], [-0.044, 0.021, 0.020], [-0.127, -0.096, -0.094], [-0.102, -0.037, -0.018], [0.018, 0.095, 0.034], [0.101, 0.023, 0.044], [0.016, -0.114, -0.016]],
  "lowdin_charge": [-0.125, -0.158, -0.407, 0.059, -0.003, -0.007, -0.187, -0.284, -0.109, -0.085, -0.664, 1.012, -0.719, -0.268, 0.861, 0.012, -0.016, -0.214, 0.926, -0.270, -0.347, -0.292, 0.020, 0.068, -0.134, -0.133, -0.187, -0.205, -0.214, 0.704, -0.398, -0.400, -0.206, -0.246, -0.003, 0.068, 0.070, 0.081, 0.108, 0.098, 0.092, 0.138, 0.081, 0.086, 0.101, 0.105, 0.031, 0.086, 0.048, 0.056, 0.074, 0.045, 0.055, 0.044, 0.044, 0.131, 0.126, 0.120, 0.119, 0.126, 0.135, 0.095, 0.119, 0.122, 0.097, -0.001, -0.145, -0.120, -0.119, -0.145, 0.048, 0.104, 0.088, 0.088, 0.104, 0.003, -0.154, -0.115, -0.110, -0.138, 0.144, 0.096, 0.092, 0.092, 0.107]
}

---

Entry 2:
{
  "formula": "C30H40Br2FeN8O2S2",
  "method": "the ωB97M-V functional and the def2-TZVPD basis",
  "e_above_lowest_ev": 0.088,
  "total_charge": 3,
  "multiplicity": 2,
  "s2": 0.813,
  "symbols": ["Fe", "N", "C", "C", "C", "C", "N", "C", "N", "N", "C", "O", "O", "H", "H", "H", "H", "H", "H", "H", "H", "H", "H", "H", "H", "H", "H", "S", "C", "N", "C", "C", "N", "C", "C", "C", "C", "C", "C", "C", "C", "S", "C", "C", "C", "C", "C", "C", "C", "H", "H", "H", "H", "H", "H", "H", "H", "H", "H", "H", "H", "H", "H", "H", "H", "H", "H", "Br", "C", "Br", "H", "H", "N", "C", "C", "C", "C", "C", "N", "H", "H", "H", "H", "H", "H"],
  "xyz": [[-1.0552, -0.9431, 0.5906], [-0.3176, -2.8174, 0.8557], [1.1013, -2.7649, 1.2940], [1.5932, -4.0004, 2.0493], [0.8918, -4.3985, 3.3537], [1.1661, -3.5235, 4.5813], [2.5831, -3.3376, 4.8689], [3.3197, -4.0460, 5.7188], [4.5819, -3.6842, 5.9466], [2.8281, -5.1163, 6.3400], [1.2905, -1.4256, 2.0078], [2.2603, -1.2029, 2.6996], [0.3436, -0.5565, 1.7804], [-0.8785, -3.2782, 1.5713], [-0.4314, -3.3857, 0.0198], [1.7084, -2.6829, 0.3889], [2.6588, -3.8535, 2.2332], [1.5306, -4.8468, 1.3619], [1.2018, -5.4225, 3.5746], [-0.1944, -4.4615, 3.2261], [0.6692, -3.9442, 5.4563], [0.7432, -2.5266, 4.4619], [3.0202, -2.5778, 4.3592], [4.9510, -2.8242, 5.5782], [5.1819, -4.2226, 6.5487], [1.9006, -5.4548, 6.1594], [3.3616, -5.5963, 7.0457], [0.4361, -0.6679, -1.0909], [0.2762, 0.9924, -1.4790], [1.2452, 1.7054, -1.9608], [0.9904, 3.0928, -2.3939], [-0.3879, 3.1846, -2.9892], [-1.3714, 2.6542, -2.0343], [-2.6814, 3.3522, -2.0015], [-2.5178, 4.7610, -1.4942], [-2.7226, 5.8411, -2.3434], [-2.5631, 7.1373, -1.8696], [-2.1940, 7.3523, -0.5508], [-1.9923, 6.2728, 0.3021], [-2.1565, 4.9805, -0.1676], [-1.0664, 1.6316, -1.2859], [-2.0868, 0.9677, -0.1148], [2.6395, 1.2301, -2.1458], [2.9591, 1.0998, -3.6126], [3.8958, 1.9391, -4.2023], [4.1777, 1.8222, -5.5573], [3.5194, 0.8728, -6.3232], [2.5816, 0.0305, -5.7365], [2.3038, 0.1417, -4.3842], [1.7385, 3.3372, -3.1456], [1.1107, 3.7561, -1.5340], [-0.4575, 2.6274, -3.9268], [-0.6420, 4.2263, -3.1760], [-3.3646, 2.7669, -1.3909], [-3.0519, 3.3522, -3.0281], [-3.0247, 5.6760, -3.3718], [-2.7342, 7.9764, -2.5298], [-2.0750, 8.3618, -0.1816], [-1.7257, 6.4444, 1.3367], [-2.0331, 4.1384, 0.5053], [2.7495, 0.2914, -1.6092], [3.2756, 1.9789, -1.6715], [4.4195, 2.6762, -3.6037], [4.9142, 2.4707, -6.0117], [3.7413, 0.7813, -7.3777], [2.0798, -0.7186, -6.3342], [1.5879, -0.5326, -3.9241], [-2.4118, -0.0508, 2.9914], [-1.0292, 1.0314, 3.8513], [-0.6823, 2.6932, 2.9848], [-0.1254, 0.4383, 3.8390], [-1.4071, 1.2229, 4.8476], [-2.6347, -1.4535, -2.2776], [-3.2782, -2.0186, -1.2310], [-4.5105, -2.6688, -1.4527], [-5.1738, -3.2523, -0.4133], [-4.6113, -3.2036, 0.8709], [-3.4308, -2.5450, 1.0261], [-2.7570, -1.9305, 0.0102], [-2.9765, -1.6352, -3.2056], [-1.6855, -1.1346, -2.1869], [-4.9088, -2.6952, -2.4579], [-6.1184, -3.7520, -0.5813], [-5.0918, -3.6653, 1.7204], [-2.9693, -2.4909, 2.0031]],
  "forces_ev_per_angstrom": [[-0.046, 0.122, 0.176], [-0.036, -0.068, 0.132], [-0.036, 0.033, 0.039], [-0.013, 0.013, -0.016], [0.018, -0.009, -0.009], [-0.094, -0.001, -0.035], [-0.063, 0.172, -0.191], [0.117, -0.019, 0.028], [-0.038, -0.007, -0.002], [-0.015, 0.038, -0.017], [0.232, -0.033, 0.004], [-0.094, -0.205, 0.171], [-0.221, 0.205, -0.134], [-0.008, 0.013, -0.020], [0.045, -0.011, -0.002], [-0.003, 0.000, -0.014], [-0.003, 0.020, -0.001], [0.002, -0.010, 0.006], [0.008, -0.002, 0.001], [-0.006, 0.020, 0.017], [0.005, -0.003, 0.004], [0.032, 0.015, -0.023], [0.024, -0.027, 0.045], [0.006, 0.011, 0.003], [0.007, -0.010, -0.003], [-0.002, -0.010, -0.011], [0.005, 0.006, 0.009], [-0.116, -0.171, -0.193], [0.139, 0.000, -0.023], [-0.029, 0.023, 0.037], [-0.040, 0.006, -0.011], [0.067, 0.027, -0.007], [0.001, -0.071, 0.014], [-0.043, 0.037, -0.013], [-0.006, -0.018, 0.007], [0.014, -0.002, -0.018], [-0.001, 0.003, -0.006], [-0.001, -0.010, -0.003], [-0.002, 0.011, 0.009], [-0.007, -0.003, 0.020], [-0.004, 0.082, -0.069], [0.095, 0.086, 0.236], [0.038, -0.030, -0.022], [-0.027, -0.020, -0.002], [-0.005, 0.010, 0.016], [0.010, 0.005, -0.013], [0.000, 0.001, 0.004], [-0.001, 0.002, -0.001], [0.001, 0.004, 0.004], [0.004, 0.009, 0.008], [-0.007, -0.012, 0.007], [-0.017, -0.007, 0.004], [-0.004, 0.004, 0.004], [0.027, -0.011, 0.014], [0.003, -0.014, -0.005], [-0.001, 0.005, 0.002], [0.000, -0.001, 0.001], [0.000, -0.001, 0.001], [-0.001, -0.001, -0.007], [0.020, -0.025, 0.034], [-0.020, 0.003, 0.015], [-0.001, 0.005, -0.007], [0.002, -0.002, -0.004], [-0.001, -0.001, 0.004], [0.000, 0.000, 0.001], [0.002, 0.001, 0.003], [0.003, -0.003, -0.006], [0.001, -0.151, -0.060], [0.021, 0.002, 0.045], [-0.041, -0.024, -0.055], [-0.010, 0.006, -0.011], [-0.015, 0.001, 0.000], [0.017, 0.010, -0.002], [-0.079, 0.061, 0.052], [-0.009, -0.016, 0.010], [-0.021, 0.011, -0.056], [0.029, 0.017, 0.056], [-0.006, -0.061, -0.009], [0.175, 0.035, -0.181], [-0.005, -0.017, 0.004], [0.018, -0.077, -0.002], [0.001, -0.010, 0.000], [0.005, -0.002, -0.002], [0.000, 0.006, 0.000], [0.001, 0.037, 0.018]],
  "lowdin_charge": [0.167, 0.036, -0.259, -0.122, -0.148, -0.150, 0.099, -0.414, 0.220, 0.230, -0.575, 0.102, -0.214, 0.102, 0.134, 0.141, 0.127, 0.130, 0.122, 0.114, 0.126, 0.120, 0.139, 0.138, 0.139, 0.120, 0.143, 0.917, -0.525, -0.040, -0.047, -0.055, -0.050, -0.074, -0.236, -0.038, -0.046, -0.049, -0.053, -0.042, -0.570, 0.829, -0.075, -0.237, -0.037, -0.045, -0.048, -0.055, -0.044, 0.142, 0.161, 0.158, 0.142, 0.099, 0.146, 0.122, 0.119, 0.119, 0.114, 0.074, 0.100, 0.147, 0.123, 0.120, 0.120, 0.115, 0.094, 0.770, -0.963, 0.676, -0.013, 0.017, 0.154, -0.353, 0.018, -0.010, -0.032, -0.171, -0.027, 0.123, 0.007, 0.131, 0.133, 0.124, 0.054]
}

---

Calculated total energy values (in eV) by entry order: -88111.806; -243898.169.